(1)
10
Properties=species:S:1:pos:R:3:forces:R:3 method="wB97M-V/def2-TZVPD" e_tot_ev=-7190.4610 gap_ev=12.2 lumo_ev=0.41 smiles=CC(C#N)C#N multiplicity=1
N -2.041442 -0.192834 1.750999 2.6 0.6 -1.4
N 2.324520 0.760498 0.917923 -5.6 -4.1 -2.0
C 1.352834 0.094367 0.606057 7.3 4.5 3.8
C -1.027507 -0.149837 1.162771 -1.8 -1.4 0.9
C -0.063499 0.193909 -1.040992 -5.4 0.9 -3.0
C 0.124320 -0.544331 0.250284 -0.7 1.1 1.1
H 0.698002 0.298248 -1.833066 -0.1 -0.3 1.0
H -0.459170 1.146239 -0.634206 1.2 0.3 -0.8
H -1.134059 -0.013773 -1.586061 2.6 -0.5 1.0
H 0.226000 -1.592485 0.406291 0.0 -1.1 -0.8

***

(2)
10
Properties=species:S:1:pos:R:3:forces:R:3 method="wB97M-V/def2-TZVPD" e_tot_ev=-7190.3063 gap_ev=11.0 lumo_ev=0.68 smiles=C#C[C@H](N)C#N multiplicity=1
N 1.130581 -0.592696 -0.774355 0.0 -0.1 -0.1
N -0.634778 -2.167756 1.776414 0.5 0.9 -0.7
C -1.356103 1.594850 -0.374009 0.4 -0.3 0.2
C -0.140804 -1.309840 1.179660 -0.4 -0.8 0.5
C -0.579682 0.834252 0.140214 -0.4 0.4 -0.3
C 0.456860 -0.165427 0.453466 0.0 0.1 0.1
H 1.492850 0.250394 -1.218588 0.0 -0.2 0.1
H 0.427083 -0.951908 -1.416691 0.1 0.0 0.1
H 1.219808 0.253714 1.121371 -0.2 0.0 -0.1
H -2.015814 2.254417 -0.887482 -0.1 0.0 0.2